C29H29CoN8O2S as an isolated structure at a distorted geometry, computed with ωB97M-V with the def2-TZVPD basis set.

Last column: Mulliken charge in e.
Element x y z (Å)
H (2.03, -2.86, -0.07)  0.532
H (1.59, -1.86, 5.38)  0.499
H (2.35, 0.62, -2.12)  0.512
C (-2.01, -2.60, -0.97)  -0.583
H (0.87, -4.87, -1.92)  0.521
N (-0.76, -2.15, -0.85)  1.226
C (0.48, -2.13, 2.42)  -0.713
H (-2.79, -1.91, -0.68)  0.334
C (0.87, -0.46, -3.22)  -0.848
C (1.79, -1.67, 4.33)  -0.299
N (1.73, -0.97, -0.93)  0.768
H (-3.34, -4.18, -1.51)  0.484
Co (-0.28, -0.28, -0.04)  0.121
C (2.89, -0.38, 2.52)  -0.353
C (-0.83, 2.31, -1.51)  -0.612
C (-3.01, 2.41, 5.91)  -0.790
C (2.05, -0.42, -2.25)  -1.297
H (-1.30, 4.73, 7.51)  0.213
C (-0.75, 3.15, 5.51)  -0.780
H (0.34, -1.41, -3.14)  0.296
H (-2.01, 3.91, -2.30)  0.481
C (-1.96, 3.29, 6.21)  0.992
N (-2.48, 0.50, -0.17)  0.291
H (3.67, -1.03, -0.09)  0.433
C (2.71, -0.53, 0.06)  -1.443
C (0.03, -4.24, -1.66)  -1.033
H (-3.64, 0.71, 4.75)  0.483
C (-1.64, 1.29, 4.30)  -0.060
S (-1.37, -0.14, 3.25)  0.765
H (-3.65, 0.53, -1.87)  0.554
C (-0.59, 2.15, 4.58)  -0.574
H (2.29, -2.82, -1.81)  0.535
N (-0.17, 1.16, -1.70)  0.535
H (-0.44, -2.69, 2.24)  0.523
N (0.95, -1.44, 1.45)  0.730
H (2.87, 0.54, -0.07)  0.607
C (-0.74, 1.29, -4.01)  -0.850
C (-2.31, -3.86, -1.44)  -0.859
C (-2.41, 0.82, 1.13)  0.481
H (-0.83, 2.70, -0.50)  0.584
C (-1.49, 2.99, -2.52)  -0.701
C (-1.48, 2.44, -3.79)  -0.484
C (-4.51, 1.68, 1.16)  -0.524
C (-4.68, 1.40, -0.19)  -0.948
O (-2.58, -0.97, 3.33)  -0.818
C (-0.07, 0.69, -2.95)  0.480
N (-3.39, 1.41, 1.81)  -0.355
H (-3.95, 2.51, 6.44)  0.279
H (0.35, 2.04, 4.05)  0.412
C (2.56, -0.68, 3.91)  -0.789
H (-0.66, 0.86, -5.00)  0.460
H (3.79, 0.20, 2.36)  0.480
C (-1.27, -4.70, -1.79)  -0.539
N (-1.21, 0.46, 1.68)  -0.076
O (1.11, -2.58, 3.53)  -0.438
C (1.65, -2.44, -1.00)  -1.804
H (3.03, -0.07, 4.67)  0.379
H (-5.59, 1.62, -0.72)  0.434
C (-3.61, 0.80, -0.82)  -0.199
H (0.06, 3.84, 5.73)  0.291
C (2.20, -0.78, 1.46)  0.423
C (-2.85, 1.41, 4.98)  -0.383
H (2.90, -0.95, -2.69)  0.480
C (0.25, -2.96, -1.18)  0.857
H (-5.29, 2.16, 1.74)  0.444
N (-2.12, 4.29, 7.14)  -0.513
H (1.23, -0.38, -4.24)  0.672
H (-2.90, 4.21, 7.77)  0.215
H (-1.46, -5.70, -2.16)  0.429
H (-2.01, 2.92, -4.60)  0.436

Results
- Spin multiplicity: 2
- Total charge: +1

***

C29H29InNOPS4Sb as an isolated structure at a distorted geometry, computed with ωB97M-V with the def2-TZVPD basis set.

Last column: Mulliken charge in e.
Element x y z (Å)
Sb (1.36, -15.62, 16.22)  0.450
C (1.12, -12.95, 11.38)  -0.836
C (-3.58, -12.22, 13.96)  -0.917
P (0.36, -10.48, 12.27)  1.070
H (2.68, -10.20, 19.14)  0.368
C (-2.76, -11.47, 14.76)  -0.636
H (5.36, -7.64, 13.54)  0.537
H (-1.80, -10.63, 10.01)  0.296
C (-0.57, -7.97, 11.70)  -0.186
C (3.20, -7.88, 13.73)  -0.856
S (3.14, -13.87, 15.80)  0.080
H (1.73, -14.94, 10.80)  0.451
C (1.42, -12.32, 8.67)  -0.747
H (-4.61, -12.52, 14.24)  0.344
C (1.80, -10.80, 19.24)  -1.687
H (5.40, -7.64, 16.25)  0.417
H (-1.06, -5.88, 11.25)  0.371
C (0.21, -12.48, 18.32)  -1.705
C (0.85, -11.67, 10.96)  0.239
H (0.99, -10.13, 19.67)  0.272
H (1.94, -9.92, 16.71)  -0.723
S (3.55, -13.47, 13.89)  -0.296
H (-2.73, -6.50, 9.51)  0.298
H (-1.55, -12.61, 11.30)  0.460
C (-1.07, -11.44, 13.04)  0.822
H (2.01, -14.37, 8.40)  0.373
C (-1.93, -12.23, 12.24)  -0.558
In (3.72, -10.31, 14.84)  0.847
H (0.94, -10.32, 9.29)  0.418
H (0.46, -13.15, 19.07)  0.535
C (-0.78, -9.31, 11.36)  -0.072
H (0.98, -13.20, 12.43)  0.722
H (1.98, -11.50, 20.04)  0.485
C (3.16, -7.77, 16.02)  -0.636
C (-3.11, -12.62, 12.74)  -0.510
C (4.54, -7.68, 15.60)  -0.714
H (-3.00, -8.88, 8.87)  0.436
C (-2.15, -7.31, 10.01)  -0.327
C (4.56, -7.72, 14.19)  -0.771
H (-0.54, -9.53, 18.15)  0.359
C (-1.72, -9.62, 10.40)  0.085
C (-0.61, -10.63, 15.39)  0.015
N (0.47, -11.17, 15.76)  0.007
C (-0.05, -9.38, 17.17)  -0.682
H (1.29, -7.84, 14.88)  0.426
C (-1.26, -6.94, 10.99)  -0.593
S (0.88, -16.45, 14.17)  -0.639
H (-3.11, -11.15, 15.73)  0.508
O (-1.02, -9.54, 16.11)  -0.434
H (-0.11, -13.09, 17.51)  0.154
H (-0.59, -11.88, 18.66)  0.362
C (-2.35, -8.64, 9.69)  -0.740
H (1.66, -12.09, 7.63)  0.344
C (1.36, -11.54, 18.01)  1.299
H (-3.73, -13.29, 12.08)  0.294
H (2.91, -8.03, 12.73)  0.512
C (1.14, -11.34, 9.63)  -0.269
S (3.78, -15.81, 16.43)  -0.408
H (2.27, -12.07, 17.64)  -0.183
C (1.66, -13.63, 9.11)  -0.382
C (1.52, -13.93, 10.47)  -0.864
H (2.88, -7.81, 17.05)  0.465
C (2.36, -7.85, 14.87)  -0.102
C (1.03, -10.49, 16.94)  1.055
C (-1.47, -11.17, 14.35)  -0.172
H (0.15, -7.72, 12.46)  0.199
H (0.35, -8.38, 17.19)  0.270

Results
- Total charge: -1

***

C29H29LaN3Si as an isolated structure at a distorted geometry, computed with ωB97M-V with the def2-TZVPD basis set.

Last column: Mulliken charge in e.
Element x y z (Å)
C (0.13, -1.25, 5.05)  1.181
C (0.37, 2.59, 2.35)  -0.580
C (-4.00, 1.61, -3.78)  -0.561
H (-2.99, 2.68, 2.11)  0.492
C (1.14, -0.05, -4.15)  -0.023
H (0.63, 2.16, 4.53)  0.502
H (3.95, 0.69, -0.86)  0.438
H (-0.43, 0.27, -0.99)  0.102
C (4.44, -0.37, 1.00)  -0.388
Si (-1.28, -1.49, -3.93)  0.265
C (-1.94, 2.53, 2.39)  -0.704
C (3.59, 0.30, 0.10)  -0.823
H (4.24, -0.81, -5.37)  0.382
C (-1.10, -1.96, 7.47)  -0.473
H (-1.89, -0.63, 4.41)  -0.016
H (2.98, 1.06, -4.30)  0.425
H (1.56, 1.03, -0.22)  0.435
H (-4.75, 1.97, -3.07)  0.367
H (0.59, 0.78, -3.69)  0.467
N (2.02, -1.06, 3.69)  -0.348
C (2.49, 0.11, -4.50)  -0.723
H (-2.08, 2.09, 4.59)  0.592
C (2.53, -0.64, 2.47)  0.015
C (-3.26, 0.46, -3.47)  -0.342
H (3.09, -2.97, -5.84)  0.371
H (0.88, -2.59, 8.10)  0.380
H (-2.66, 2.33, -6.83)  0.365
H (-1.26, -1.21, -0.44)  0.430
H (-4.38, 3.17, -5.23)  0.372
N (0.70, -0.91, 3.81)  0.230
C (0.49, -1.27, -4.41)  0.277
C (-2.83, 1.81, -5.89)  -0.549
N (1.70, -0.05, 1.55)  0.191
C (-1.28, -1.06, 5.23)  -0.134
H (-2.15, 0.35, -0.55)  0.364
H (5.49, -0.53, 0.76)  0.410
La (-0.70, 0.17, 2.10)  0.982
C (1.20, -2.33, -5.02)  -0.495
H (1.96, -1.92, 5.90)  0.443
H (-1.59, -2.24, 8.41)  0.397
C (-1.86, -1.40, 6.44)  -0.889
H (-3.42, -0.08, -2.54)  0.338
H (1.39, 2.83, 2.04)  0.517
H (-1.86, -2.62, -4.69)  -0.251
H (-1.33, -1.78, -2.48)  -0.134
C (-1.47, 2.21, 3.70)  -0.544
H (0.68, -3.27, -5.22)  0.323
C (-3.79, 2.28, -4.99)  -0.412
H (-2.94, -1.24, 6.57)  0.375
C (-2.27, 0.01, -4.37)  0.429
C (-2.07, 0.68, -5.59)  -0.285
C (0.29, -2.15, 7.29)  -0.620
H (4.45, -1.36, 2.99)  0.498
C (0.90, -1.79, 6.09)  -0.191
C (-0.81, 2.77, 1.55)  -0.594
C (-0.04, 2.24, 3.67)  -0.425
C (3.19, -0.94, -5.10)  -0.495
C (-1.19, -0.12, -0.29)  -1.223
C (3.90, -0.83, 2.20)  -0.365
H (-0.82, 3.11, 0.52)  0.480
H (-1.32, 0.31, -6.30)  0.369
C (2.26, 0.48, 0.42)  -0.174
C (2.54, -2.15, -5.36)  -0.445

Results
- Total charge: +1

***

C29H29N2O5Os as an isolated structure at a distorted geometry, computed with ωB97M-V with the def2-TZVPD basis set.

Last column: Mulliken charge in e.
Element x y z (Å)
C (-1.50, -0.34, 1.97)  -0.829
C (0.05, 1.04, -3.92)  -1.928
H (1.07, -1.58, -1.88)  0.595
O (0.95, -1.98, -4.88)  -0.656
H (-2.28, 0.06, -1.25)  0.627
C (3.19, 1.92, 6.56)  -0.022
C (-4.93, -2.22, -1.65)  -0.643
H (-6.20, -0.90, -2.80)  0.411
H (3.09, -0.28, -2.93)  0.340
C (1.00, 0.33, -2.94)  2.408
H (-2.28, -1.66, -4.43)  0.458
O (4.56, 2.13, 8.39)  -0.572
C (-4.26, -1.17, -3.72)  -0.672
H (-5.67, -2.39, -0.86)  0.421
H (1.60, 3.33, 6.15)  0.479
H (-3.47, -3.57, -0.76)  0.472
C (-2.11, 1.38, 0.56)  -1.649
N (-0.52, -3.11, -3.59)  -0.043
C (2.39, 0.26, -3.57)  -1.859
C (1.99, 0.00, 2.89)  0.145
C (2.11, 2.43, 5.82)  -0.503
C (0.44, -1.09, -2.64)  -0.163
C (-2.72, -2.63, -2.55)  0.728
H (0.22, 3.30, 0.76)  0.587
C (0.33, -2.07, -3.81)  0.121
C (2.41, 0.63, 4.20)  0.494
H (0.04, 0.47, -4.86)  0.496
C (-2.07, 0.17, -0.20)  0.674
H (-2.34, 2.37, 0.18)  0.544
H (-1.61, -1.94, 0.41)  0.403
H (-0.77, 2.30, -1.55)  0.756
H (-0.87, -3.02, -1.51)  0.038
H (3.99, -0.79, 4.62)  0.496
H (3.01, 0.26, -0.76)  0.380
O (2.57, -0.98, 2.42)  -0.714
H (-1.54, -4.42, -2.34)  0.557
C (1.73, 1.79, 4.65)  -0.233
C (-1.38, -3.34, -2.43)  -0.982
H (0.89, 2.17, 4.07)  0.246
C (2.17, 0.95, -0.67)  -0.563
C (1.08, 1.02, -1.58)  0.523
H (2.32, -0.26, -4.53)  0.489
H (-4.47, -0.52, -4.58)  0.425
H (2.68, 2.18, 1.12)  0.616
H (-0.98, 1.09, -3.54)  0.280
O (2.98, 3.63, 8.08)  -0.573
C (-5.22, -1.38, -2.73)  -0.529
C (-1.74, 1.07, 1.90)  -0.061
H (-0.56, -0.96, -2.21)  -0.635
O (0.97, 0.67, 2.41)  -0.605
C (1.96, 1.90, 0.35)  -0.983
H (-0.48, -3.84, -4.30)  0.288
C (0.12, 1.95, -1.04)  -0.776
C (0.67, 2.51, 0.17)  -1.029
H (2.77, 1.28, -3.75)  0.440
C (-3.70, -2.86, -1.57)  -0.270
H (-1.17, -0.89, 2.84)  0.471
C (3.48, 0.11, 4.97)  -0.551
H (0.41, 2.05, -4.13)  0.430
C (-1.72, -0.89, 0.68)  -0.198
N (3.60, 2.59, 7.74)  0.931
Os (-0.15, 0.57, 0.58)  1.235
H (-1.65, 1.78, 2.71)  0.434
H (4.69, 0.39, 6.75)  0.490
C (-3.01, -1.79, -3.63)  -0.240
C (3.87, 0.76, 6.14)  -0.447

Results
- Spin multiplicity: 5
- Total charge: +1

***

C29H29N3PtSi as an isolated structure at a distorted geometry, computed with ωB97M-V with the def2-TZVPD basis set.

Last column: Mulliken charge in e.
Element x y z (Å)
H (2.87, 6.47, 0.60)  0.382
H (3.59, 1.54, 0.36)  0.322
C (-1.46, -2.19, -2.77)  -0.369
H (0.01, 3.92, 2.84)  0.414
C (0.19, 2.84, 2.71)  -0.800
H (-2.18, -2.64, -4.76)  0.372
H (-0.44, -2.05, -3.14)  0.326
C (-0.58, -4.76, -0.32)  -0.521
C (2.10, 4.55, -0.03)  -0.204
C (-0.40, -6.05, 0.17)  -0.610
H (2.59, -1.41, -0.40)  0.371
C (4.19, 4.83, 1.15)  -0.545
C (-4.12, -2.44, -1.99)  -0.671
H (2.27, 2.60, 3.53)  0.468
C (-2.46, -2.50, -3.71)  -0.654
C (2.22, 3.15, -0.01)  0.345
H (-5.16, -2.48, -1.66)  0.403
C (2.41, -0.33, -0.21)  -1.777
H (-1.99, 4.60, -1.22)  0.495
Si (-0.30, -1.90, -0.23)  1.024
H (-1.50, -4.55, -0.88)  0.164
H (-0.86, -1.87, 1.17)  -0.397
H (2.95, -0.10, 0.72)  0.303
C (-3.48, 3.03, -0.95)  -0.475
C (-0.73, 1.92, 2.19)  -0.441
H (-4.57, 1.18, -0.61)  0.463
C (1.58, -4.09, 0.50)  -0.560
H (-3.42, -2.05, 0.02)  0.406
H (1.24, 4.98, -0.54)  0.403
C (3.42, 2.61, 0.47)  -0.043
C (3.04, 5.39, 0.58)  -0.609
N (-1.26, 1.38, -0.55)  0.080
C (-0.06, 0.60, 2.12)  -0.528
C (-3.62, 1.67, -0.60)  -0.934
H (4.92, 5.46, 1.65)  0.371
H (-0.61, -0.33, 2.22)  1.043
H (-4.56, -2.90, -4.04)  0.391
C (-1.79, -2.10, -1.40)  0.147
C (0.35, -3.72, -0.07)  0.859
C (1.75, -5.40, 1.01)  -0.537
C (-2.50, 0.93, -0.26)  -0.355
H (-1.81, 2.04, 2.08)  0.502
C (0.75, -6.36, 0.90)  -0.514
C (-1.09, 2.71, -0.84)  0.370
C (4.36, 3.44, 1.08)  -0.745
C (-2.21, 3.56, -1.01)  -0.664
C (1.42, 2.15, 3.00)  -0.281
H (2.68, -5.67, 1.53)  0.359
H (0.83, -7.33, 1.40)  0.364
N (0.19, 3.20, -0.91)  -0.722
H (5.26, 2.98, 1.51)  0.377
H (-1.17, -6.80, 0.01)  0.385
Pt (0.47, 0.32, -0.16)  0.987
C (1.29, 0.82, 2.63)  -0.951
N (1.10, 2.36, -0.42)  0.097
C (-3.14, -2.20, -1.02)  0.118
H (0.80, -0.79, -1.37)  0.069
H (2.42, -3.38, 0.59)  0.218
H (-2.54, -0.07, 0.17)  0.574
H (2.85, 0.20, -1.06)  0.531
H (2.05, 0.03, 2.67)  0.535
C (-3.79, -2.65, -3.32)  -0.528
H (-4.37, 3.64, -1.13)  0.398

Results
- Spin multiplicity: 3
- Total charge: 0

***

C29H29N4O4Pd as an isolated structure at a distorted geometry, computed with ωB97M-V with the def2-TZVPD basis set.

Last column: Mulliken charge in e.
Element x y z (Å)
C (0.76, 0.21, 2.96)  0.337
H (1.66, 3.16, 2.90)  0.526
H (1.05, 1.01, 4.83)  0.252
C (0.31, -0.80, -3.08)  1.182
N (-2.64, -3.21, 1.18)  0.004
H (-1.69, -1.47, -2.72)  0.211
H (-2.25, 4.64, 1.69)  0.404
C (2.66, -1.18, -4.53)  -0.820
H (3.50, 1.43, -5.20)  0.367
H (2.71, 5.02, 1.72)  0.442
N (-1.03, 2.77, 3.03)  -0.023
H (-5.83, -4.30, 1.34)  0.484
Pd (-1.51, -1.86, -0.22)  0.580
C (0.85, 5.88, 1.01)  0.673
C (-0.56, 5.75, 1.02)  -0.774
H (-0.90, -0.51, -1.35)  0.648
C (-4.25, -2.89, -0.52)  0.751
C (1.02, -2.02, -2.98)  0.602
H (1.84, 1.99, -5.50)  0.361
H (1.11, -4.08, -2.34)  0.531
O (-0.22, -3.19, -1.22)  -0.545
O (-0.91, 2.33, 5.26)  -0.470
C (-3.91, -3.46, 0.85)  0.560
H (2.51, 6.77, -0.01)  0.401
O (-5.28, -3.52, -0.96)  -0.177
N (0.06, -1.17, 1.15)  0.175
C (1.98, 0.03, -4.61)  0.465
C (-1.04, -0.63, -2.46)  -1.151
C (-2.21, -3.64, 2.37)  -0.296
H (2.49, -4.30, -4.25)  0.422
C (2.16, -1.57, 2.17)  -1.003
C (3.01, -3.51, -3.71)  -1.891
C (1.19, -1.87, 1.24)  -0.552
H (1.29, -2.71, 0.56)  0.647
H (3.56, -1.32, -5.12)  0.471
C (-3.03, -4.32, 3.25)  -0.851
H (2.67, -0.29, 3.81)  0.503
C (-0.37, 3.74, 2.35)  1.151
H (1.63, 7.84, 1.07)  0.340
H (-5.01, -5.08, 3.58)  0.472
C (-0.16, -0.13, 1.98)  -0.493
C (0.81, 0.20, -3.87)  -0.980
C (-4.81, -4.13, 1.66)  -0.664
H (0.25, 1.13, -3.97)  0.340
H (3.22, -3.86, -2.70)  0.426
C (-4.35, -4.56, 2.90)  -0.305
H (-2.02, 2.95, 3.18)  0.292
C (1.94, -0.53, 3.05)  -0.458
C (-1.17, 4.72, 1.66)  -0.681
H (3.96, -3.36, -4.20)  0.384
H (-1.56, 0.28, -2.75)  0.545
C (2.49, 1.12, -5.51)  -1.504
C (0.61, -3.12, -2.16)  -0.760
O (-3.57, -2.03, -1.05)  -0.527
C (1.51, 7.03, 0.34)  -1.375
C (2.21, -2.22, -3.73)  1.106
H (-1.16, 6.51, 0.53)  0.459
C (-0.48, 2.07, 4.18)  0.089
H (2.57, 0.77, -6.54)  0.379
H (-1.10, 0.39, 1.88)  0.608
H (-1.18, -3.44, 2.61)  0.520
C (1.63, 4.90, 1.70)  -1.012
N (0.56, 1.19, 3.96)  -0.027
H (-2.64, -4.65, 4.20)  0.436
H (3.06, -2.16, 2.23)  0.477
C (1.05, 3.86, 2.35)  -0.096
H (0.91, 7.43, -0.48)  0.405

Results
- Spin multiplicity: 5
- Total charge: +3

***

| no. | DFT total energy (a.u.) |
| --- | --- |
| 1 | -3491.7077 |
| 2 | -3617.0159 |
| 3 | -1607.5444 |
| 4 | -1698.3474 |
| 5 | -1695.3593 |
| 6 | -1769.3208 |